Density functional theory data (wB97M-V/def2-TZVPD) for the molecule C23H16ClN5OS.

Structure (XYZ):
```
47
Properties=species:S:1:pos:R:3
C 0.799 0.954 -0.410
C 1.080 -0.179 -1.342
C 2.336 -0.365 -1.940
C 2.511 -1.340 -2.924
C 1.465 -2.151 -3.311
C 0.238 -2.020 -2.688
C 0.055 -1.057 -1.704
N -1.220 -0.974 -1.097
C -1.438 -1.053 0.240
O -0.569 -1.080 1.083
C -2.892 -1.021 0.632
C -3.219 -0.180 1.689
C -4.523 -0.086 2.156
C -5.519 -0.864 1.571
C -5.200 -1.729 0.543
C -3.897 -1.806 0.072
Cl -3.563 -2.947 -1.190
H -5.965 -2.346 0.099
H -6.539 -0.794 1.916
N -4.833 0.781 3.207
C -5.810 0.656 4.160
N -5.791 1.668 4.966
N -4.813 2.499 4.566
C -4.239 1.973 3.533
H -3.432 2.411 2.984
H -6.471 -0.182 4.236
H -2.424 0.385 2.152
H -2.003 -1.167 -1.707
H -0.585 -2.667 -2.957
H 1.606 -2.894 -4.080
H 3.485 -1.440 -3.376
C 3.520 0.404 -1.596
N 4.469 0.625 -2.431
C 5.524 1.277 -1.878
C 6.689 1.661 -2.539
C 7.672 2.313 -1.827
C 7.516 2.590 -0.469
C 6.371 2.221 0.207
C 5.378 1.564 -0.501
S 3.841 0.984 0.054
H 6.247 2.434 1.258
H 8.304 3.102 0.062
H 8.580 2.615 -2.326
H 6.797 1.440 -3.588
H 1.434 1.808 -0.629
H -0.241 1.262 -0.501
H 0.964 0.646 0.623
```

Calculated values
HOMO-LUMO gap in eV: 8.50
Net charge: 0
E_HOMO in hartree: -0.314
Total energy in eV: -56967.2606
2S+1: 1
SMILES: Cc1c(NC(=O)c2cc(-n3cnnc3)ccc2Cl)cccc1-c1nc2ccccc2s1

Mulliken population analysis, charges in e, atoms 1 to 5: -2.104, 0.953, 0.676, -0.952, -0.827

***

Density functional theory data (wB97M-V/def2-TZVPD) for the molecule C2H3F3N2O.

Structure (XYZ):
```
11
Properties=species:S:1:pos:R:3
C 0.463 0.361 0.057
C -0.216 -1.007 -0.165
N 1.512 0.641 -0.766
N -0.105 1.130 0.987
O -1.184 -0.937 -1.172
F -0.734 -1.501 0.984
F 0.775 -1.985 -0.418
F 2.066 1.919 -0.589
H -1.008 1.054 1.352
H 0.185 2.047 1.118
H -1.754 -1.722 -1.388
```

Calculated values
HOMO-LUMO gap in eV: 10.23
Net charge: 0
E_HOMO in hartree: -0.357
Total energy in eV: -15300.5580
2S+1: 1
SMILES: N/C(=N\F)C(O)(F)F

Mulliken population analysis, charges in e, atoms 1 to 5: 0.356, 0.799, -0.359, -0.367, -0.495